Entry 1:
DFT (ωB97M-V/def2-TZVPD) results for C41H35CoN14OS as an isolated structure in a non-equilibrium geometry.

Geometry as XYZ:
```
93
Properties=species:S:1:pos:R:3
Co -1.778 -0.433 0.760
C 0.957 -2.841 -3.430
N -0.079 -2.342 -2.540
C 0.022 -1.825 -1.325
N -1.128 -1.317 -0.962
C -1.933 -1.543 -2.046
N -1.322 -2.174 -3.030
C 1.238 -1.833 -4.510
C 0.830 -2.052 -5.818
C 1.008 -1.060 -6.781
C 1.574 0.154 -6.434
C 1.990 0.364 -5.122
C 1.825 -0.630 -4.171
C 2.563 1.641 -4.721
N 2.605 2.762 -5.352
N 3.201 3.675 -4.487
C 3.476 3.024 -3.413
O 3.098 1.724 -3.487
C 4.069 3.461 -2.157
C 4.269 4.808 -1.872
C 4.748 5.166 -0.624
C 5.024 4.195 0.333
C 4.859 2.850 0.034
C 5.188 1.774 1.036
N 4.069 0.855 1.250
C 3.621 -0.135 0.464
N 2.576 -0.731 1.011
C 2.430 -0.043 2.177
N 3.311 0.915 2.366
C 4.390 2.497 -1.217
H 0.592 -3.775 -3.849
H 1.839 -3.044 -2.822
H 0.941 -1.776 -0.759
H -2.958 -1.212 -2.098
H 0.358 -2.988 -6.086
H 0.689 -1.234 -7.799
H 1.704 0.942 -7.164
H 2.146 -0.449 -3.152
H 4.026 5.554 -2.617
H 4.893 6.211 -0.383
H 5.375 4.490 1.314
H 5.429 2.210 2.002
H 6.045 1.185 0.706
H 4.079 -0.393 -0.477
H 1.660 -0.251 2.909
H 4.245 1.458 -1.475
C -3.721 1.666 4.023
C -3.360 1.203 2.752
N -2.525 0.198 2.565
C -1.989 -0.401 3.657
C -2.278 0.005 4.964
C -3.180 1.072 5.130
C -1.647 -0.656 6.070
C -0.770 -1.661 5.870
C -0.453 -2.101 4.541
C 0.473 -3.127 4.276
C 0.731 -3.479 2.978
C 0.056 -2.811 1.949
N -0.822 -1.850 2.161
C -1.067 -1.486 3.443
H -4.412 2.493 4.106
H -3.757 1.662 1.858
H -3.428 1.414 6.127
H -1.881 -0.320 7.072
H -0.286 -2.149 6.705
H 0.977 -3.619 5.098
H 1.446 -4.251 2.734
H 0.239 -3.082 0.919
C -5.419 -4.472 1.277
C -5.623 -3.123 0.699
N -6.733 -2.652 0.244
N -6.426 -1.385 -0.174
C -5.142 -1.043 0.002
S -4.342 0.363 -0.379
N -4.618 -2.178 0.574
N -3.285 -2.283 0.960
H -6.335 -5.043 1.157
H -5.180 -4.413 2.340
H -4.608 -4.999 0.772
H -7.132 -0.801 -0.589
H -2.835 -3.041 0.459
H -3.228 -2.452 1.959
C -0.053 3.861 -0.554
C -0.417 3.628 0.763
C -0.923 2.387 1.144
C -1.086 1.329 0.241
C -0.690 1.596 -1.080
C -0.193 2.834 -1.476
H 0.334 4.826 -0.858
H -0.304 4.411 1.503
H -1.167 2.260 2.193
H -0.785 0.840 -1.848
H 0.081 2.997 -2.514
```

Calculated values
Kohn-Sham gap (spin up / spin down) ... 7.090 / 6.843 eV
Net charge ... +1
Spin multiplicity ... 2
LUMO level (spin up / spin down) ... -3.05 / -3.04 eV
ΔE to the lowest compared entry with this formula, charge and spin ... 0.7526 eV

***

Entry 2:
DFT (ωB97M-V/def2-TZVPD) results for a 3-piece molecular cluster, C20H33N2O7 overall.

Geometry as XYZ:
```
62
Properties=species:S:1:pos:R:3
C 1.087 -4.180 0.436
C 1.509 -2.699 0.419
C 0.704 -1.861 1.419
C -0.763 -1.671 0.979
C 1.290 -0.524 1.803
C 1.245 -0.205 3.164
C 1.701 0.991 3.643
N 2.215 1.871 2.778
N 2.663 3.139 3.205
C 3.626 3.133 3.995
O 4.538 3.210 4.679
C 2.259 1.628 1.461
C 1.809 0.444 0.921
C 1.852 0.264 -0.578
C 2.421 1.416 -1.402
C 2.227 1.053 -2.883
C 3.928 1.653 -1.145
H 1.847 -4.794 0.911
H 0.976 -4.544 -0.582
H 0.131 -4.325 0.931
H 2.578 -2.604 0.611
H 1.328 -2.311 -0.582
H 0.672 -2.438 2.346
H -1.272 -1.043 1.708
H -1.254 -2.639 1.025
H -0.838 -1.245 -0.018
H 0.828 -0.920 3.856
H 1.642 1.244 4.689
H 2.658 2.429 0.865
H 0.843 0.020 -0.913
H 2.465 -0.612 -0.792
H 1.849 2.328 -1.236
H 2.498 1.889 -3.522
H 2.905 0.234 -3.135
H 1.214 0.724 -3.101
H 4.107 2.667 -0.780
H 4.494 1.575 -2.068
H 4.336 0.967 -0.404
C 0.584 5.082 -1.117
O 0.215 4.609 -2.409
C -0.915 5.153 -2.884
O -1.592 5.959 -2.306
O -1.145 4.642 -4.088
C -2.327 5.146 -4.727
H 1.505 4.564 -0.859
H 0.766 6.154 -1.125
H -0.186 4.845 -0.382
H -2.252 6.221 -4.873
H -3.209 4.913 -4.135
H -2.381 4.644 -5.688
C -4.813 -5.489 -1.188
O -4.053 -4.947 -0.099
C -4.777 -4.678 0.987
O -5.960 -4.839 1.110
O -3.955 -4.190 1.923
C -4.607 -3.860 3.154
H -4.103 -5.658 -1.992
H -5.276 -6.430 -0.898
H -5.578 -4.785 -1.508
H -5.065 -4.743 3.595
H -5.363 -3.094 2.995
H -3.829 -3.483 3.812
```

Calculated values
Kohn-Sham gap ... 8.639 eV
Net charge ... +1
LUMO level ... -4.05 eV
ΔE to the lowest compared entry with this formula, charge and spin ... 0.5875 eV

***

Entry 3:
DFT (ωB97M-V/def2-TZVPD) results for a 2-piece molecular cluster, C2H9N2O overall in a non-equilibrium geometry.

Geometry as XYZ:
```
14
Properties=species:S:1:pos:R:3
C 0.881 -1.674 2.022
O 0.710 -0.561 1.269
H 0.338 -2.595 1.708
H 0.540 -1.527 3.087
H 1.969 -1.924 2.107
N -0.779 1.305 -0.021
C -0.556 1.220 -1.480
N -0.382 -0.122 -1.956
H -0.717 2.299 0.120
H -0.147 0.665 0.496
H 0.243 1.860 -1.885
H -1.459 1.664 -1.926
H -0.929 -0.806 -1.468
H 0.588 -0.334 -2.080
```

Calculated values
Kohn-Sham gap ... 6.897 eV
Net charge ... -1
LUMO level ... 4.44 eV
ΔE to the lowest compared entry with this formula, charge and spin ... 0.8833 eV

***

Entry 4:
DFT (ωB97M-V/def2-TZVPD) results for the molecule C3H7FN2S in a non-equilibrium geometry.

Geometry as XYZ:
```
14
Properties=species:S:1:pos:R:3
C 1.757 -0.527 0.056
C 0.979 0.436 0.869
C -2.001 -0.368 -0.524
H 1.133 -0.981 -0.746
H 2.184 -1.290 0.795
H 0.228 -0.126 1.513
H 1.639 1.046 1.487
H -0.655 0.303 -2.006
H -2.132 -1.181 -1.244
H -2.295 0.702 1.004
N -0.998 0.513 -1.068
N -2.630 -0.209 0.581
F 2.833 0.093 -0.574
S -0.041 1.589 -0.141
```

Calculated values
Kohn-Sham gap ... 9.996 eV
LUMO level ... 0.71 eV
ΔE to the lowest compared entry with this formula, charge and spin ... 0.6687 eV